*w*
10
Properties=species:S:1:pos:R:3:mulliken_charge:R:1 method="wB97M-V/def2-TZVPD" homo_energy_ev=-4.92 multiplicity=1 total_charge=-1
H -0.962 0.287 0.123 0.243
H 0.434 -0.057 -2.247 0.263
O 2.759 -0.863 1.120 -0.624
O 2.169 1.374 0.474 -0.676
S 0.288 -1.947 -0.005 -0.171
H 0.410 0.312 1.282 0.277
C -0.054 -0.293 0.468 -0.709
C 0.920 -0.480 -0.570 -0.028
O 3.428 -0.037 -1.117 -0.653
S 2.535 0.047 0.009 1.076



*x*
10
Properties=species:S:1:pos:R:3:mulliken_charge:R:1 method="wB97M-V/def2-TZVPD" homo_energy_ev="-4.53 / -4.53" multiplicity=1 total_charge=-1
S -2.922 1.534 -0.074 -0.466
H 0.798 1.219 0.397 0.384
O 1.153 -1.289 0.829 -0.731
C 0.302 -1.296 -0.027 0.603
H -0.610 0.485 -1.305 0.399
C -0.479 -0.039 -0.337 -0.333
O -0.212 -2.260 -0.636 -0.645
O 1.724 1.254 0.121 -0.689
H 2.056 0.286 0.367 0.394
S -1.810 0.105 0.665 0.083



Most stable: *x*